76
Properties=species:S:1:pos:R:3 method="wB97M-V/def2-TZVPD" homo_lumo_gap_ev=10.5175 charge=0 smiles="C[C@@H](O)C[C@H]1CCS(=O)(=O)OC1.ClC(Cl)Cl.ClC(Cl)Cl.ClC(Cl)Cl.ClC(Cl)Cl.ClC(Cl)Cl.ClC(Cl)Cl.ClC(Cl)Cl.ClC(Cl)Cl.ClC(Cl)Cl.ClC(Cl)Cl"
C 1.5188 0.4569 1.4006
C 1.7263 1.5071 0.1369
O 1.9817 0.7990 -1.1620
C 0.6091 2.6921 0.0406
C -0.9454 2.2200 -0.1215
C -1.2106 1.0702 -1.2765
C -1.2688 -0.4664 -0.7117
S -2.2450 -0.5610 0.8895
O -1.4513 -1.0891 2.1080
O -3.4322 -1.5494 0.6667
O -2.8991 1.0084 1.1512
C -1.6978 1.8650 1.3299
H 1.1538 1.0007 2.3963
H 2.6162 0.0663 1.6621
H 0.8968 -0.4971 1.1346
H 2.7638 2.0528 0.3683
H 2.2129 -0.1762 -0.9673
H 0.9282 3.4385 -0.8068
H 0.6705 3.3162 1.0563
H -1.5363 3.1825 -0.5129
H -0.4407 1.1841 -2.1783
H -2.2818 1.2950 -1.7528
H -0.2122 -0.9745 -0.6786
H -1.8970 -1.0894 -1.5133
H -0.9569 1.4866 2.1510
H -2.1190 2.9078 1.7304
Cl 2.4370 -2.4374 -0.5726
C 1.4865 -3.9326 -0.5917
Cl -0.2434 -3.5686 -0.7110
Cl 1.9963 -4.9767 -1.9294
H 1.6626 -4.4646 0.3467
Cl 1.2494 7.7270 2.2277
C 1.8089 6.1776 2.8802
Cl 0.4670 5.0252 2.9837
Cl 3.1186 5.5198 1.8846
H 2.1950 6.3479 3.8885
Cl 0.1994 -3.8884 4.4738
C -0.9942 -2.8074 5.2130
Cl -2.1025 -3.7209 6.2505
Cl -0.1875 -1.5293 6.1376
H -1.5763 -2.3399 4.4147
Cl 4.3385 0.8439 -5.4201
C 4.1124 1.5353 -3.8044
Cl 5.6782 1.8896 -3.0547
Cl 3.1171 2.9988 -3.8877
H 3.5925 0.8001 -3.1849
Cl 4.1513 -3.9712 5.2016
C 3.7553 -2.8839 6.5434
Cl 4.0155 -3.6935 8.0978
Cl 4.7180 -1.3996 6.4462
H 2.6987 -2.6145 6.4680
Cl -5.6572 -4.8962 -1.0937
C -3.9024 -4.6912 -1.2285
Cl -3.0569 -6.0464 -0.4619
Cl -3.4226 -4.5395 -2.9274
H -3.6221 -3.7718 -0.7082
Cl -11.1821 -3.2479 -1.6043
C -9.4273 -3.0429 -1.7392
Cl -8.5819 -4.3981 -0.9725
Cl -8.9475 -2.8912 -3.4380
H -9.1470 -2.1235 -1.2188
Cl 0.9995 9.6674 5.9254
C 1.5590 8.1180 6.5780
Cl 0.2172 6.9656 6.6814
Cl 2.8687 7.4603 5.5824
H 1.9452 8.2883 7.5862
Cl 3.2864 2.8094 -7.5049
C 3.7339 2.2945 -9.1401
Cl 3.0805 0.6843 -9.4860
Cl 3.1645 3.4678 -10.3394
H 4.8242 2.2436 -9.1988
Cl -1.9109 -6.6357 -5.1375
C -0.5308 -5.6853 -5.7132
Cl -1.0726 -4.1206 -6.3436
Cl 0.6524 -5.4569 -4.4143
H -0.0486 -6.2355 -6.5254


50
Properties=species:S:1:pos:R:3 method="wB97M-V/def2-TZVPD" homo_lumo_gap_ev="6.8157 / 7.1742" charge=+2 relative_energy_kj_mol=14.8 multiplicity=4
C -4.1181 2.6478 -7.0912
C -3.9508 1.5049 -6.1047
H -4.9557 2.3935 -7.7647
H -3.2091 2.7933 -7.6957
H -4.3544 3.5867 -6.5674
O -4.5882 0.4951 -6.0486
I -2.2251 1.5872 -4.3615
Nd -0.7128 0.7990 -1.5162
P 1.0672 -1.2001 -2.7635
C 1.4845 -2.9558 -2.8358
C 0.7326 -0.8845 -4.5426
H 2.7670 0.5672 -2.7665
H 3.3260 -0.9778 -3.5211
H 3.2412 -0.8258 -1.7252
C 2.7731 -0.5294 -2.6770
H 0.5909 0.1916 -4.7341
H 1.6119 -1.2508 -5.1001
H 2.2369 -3.0930 -3.6210
H 0.6125 -3.5659 -3.0753
H -0.1653 -1.4332 -4.8657
H 1.9053 -3.2882 -1.8847
C -0.7527 -1.7890 -1.0119
O -0.6875 -2.8692 -0.5850
Cl 0.8981 2.6443 -2.1603
C -0.9799 0.2517 5.1368
N -0.9769 0.1428 3.6913
N 0.1229 0.2991 2.8940
C -0.3168 0.4208 1.5937
O 0.4271 0.7225 0.5680
C -1.7282 0.2441 1.6195
C -2.0944 0.1265 2.9416
C -3.4423 0.0605 3.5477
C 1.4498 0.1865 3.4129
C 1.7249 -0.6371 4.5163
C 2.9961 -0.5898 5.0992
C 4.0122 0.1697 4.4996
C 3.7445 0.9439 3.3615
C 2.4561 0.9629 2.8251
H -1.6480 1.0524 5.4815
H 0.0165 0.4726 5.5024
H -1.3135 -0.6804 5.6093
H -2.3681 0.2383 0.7428
H -3.5586 -0.8265 4.1823
H -3.6354 0.9352 4.1836
H -4.2574 0.0244 2.8112
H 0.9494 -1.2640 4.9668
H 3.1648 -1.1222 6.0367
H 5.0100 0.1903 4.9398
H 4.5172 1.5519 2.8926
H 2.2005 1.5758 1.9634


53
Properties=species:S:1:pos:R:3 method="wB97M-V/def2-TZVPD" homo_lumo_gap_ev="3.6152 / 3.4579" charge=+2 multiplicity=2
N 2.3205 -0.2162 -1.0271
C 4.1449 -1.4338 0.3195
O 5.2388 -1.6692 0.0554
Hg 4.1130 -0.2284 -2.3111
Nb 0.6891 0.1390 -0.4252
N -0.4414 -1.5077 -1.0979
N 0.1730 2.0150 -1.1846
C -0.0007 -2.9085 -1.2210
C 0.6971 3.3350 -0.8134
C 1.1647 -2.9947 -2.2016
C -1.1096 -3.8345 -1.7388
C 0.4596 -3.4008 0.1507
C 0.6463 4.3292 -1.9773
C -0.1988 3.8359 0.3237
C 2.1410 3.2293 -0.3040
H 0.8514 -2.6374 -3.1903
H 1.4846 -4.0406 -2.2899
H 2.0153 -2.3833 -1.8753
H -1.9757 -3.8402 -1.0631
H -0.6926 -4.8522 -1.7832
H -1.4224 -3.5435 -2.7527
H 1.3494 -2.8659 0.5022
H 0.6948 -4.4689 0.0916
H -0.3337 -3.2537 0.8928
H 1.0836 3.8854 -2.8821
H 1.2503 5.2040 -1.7041
H -0.3797 4.6717 -2.1768
H -1.2429 3.9083 -0.0069
H 0.1473 4.8196 0.6505
H -0.1770 3.1447 1.1786
H 2.2405 2.5260 0.5395
H 2.4441 4.2330 0.0299
H 2.8023 2.8979 -1.1165
C -0.9307 1.9666 -2.1348
H -0.8964 1.0452 -2.7388
H -1.9053 1.9993 -1.6167
H -0.8733 2.8002 -2.8422
C -1.7747 -1.1813 -1.5838
H -2.5265 -1.9024 -1.2212
H -2.0864 -0.1918 -1.2177
H -1.8288 -1.1545 -2.6884
F -3.5409 -1.3057 5.4903
C -2.5235 -0.8896 4.7008
C -2.4240 0.4510 4.3313
F -3.3229 1.3469 4.8050
C -1.3957 0.8612 3.5004
F -1.2907 2.1843 3.1928
C -0.4539 -0.0526 2.9982
S 0.8748 0.4682 1.9306
C -0.5285 -1.3776 3.4592
F 0.4623 -2.2555 3.1369
C -1.5682 -1.8033 4.2644
F -1.6441 -3.1029 4.6423


45
Properties=species:S:1:pos:R:3 method="wB97M-V/def2-TZVPD" homo_lumo_gap_ev=9.0250 charge=0 smiles="O=C(Nc1ccccc1)OC[C@H]1CCCN2CCCC[C@H]12" relative_energy_kj_mol=88.8
O 1.5188 3.4123 0.4110
C 1.8129 2.2981 0.0486
N 2.9292 1.6692 0.5175
C 3.4219 0.3740 0.3198
C 2.6157 -0.6992 -0.0449
C 3.1690 -1.9586 -0.1911
C 4.5190 -2.1696 0.0292
C 5.3209 -1.1061 0.4084
C 4.7783 0.1557 0.5559
O 1.1222 1.5724 -0.8406
C -0.1046 2.1241 -1.3101
C -1.1998 1.0560 -1.2977
C -0.8802 -0.0822 -2.2658
C -2.0708 -1.0364 -2.3554
C -2.6716 -1.2688 -0.9578
N -1.6795 -0.9402 0.0434
C -1.8900 -1.5116 1.3548
C -2.9904 -0.8173 2.1661
C -2.6620 0.6682 2.2880
C -2.4740 1.2689 0.8972
C -1.4020 0.4863 0.1202
H 3.5235 2.2821 1.0604
H 1.5615 -0.5558 -0.2065
H 2.5315 -2.7833 -0.4731
H 4.9430 -3.1554 -0.0871
H 6.3743 -1.2585 0.5913
H 5.4059 0.9832 0.8559
H -0.3722 2.9735 -0.6728
H 0.0586 2.4871 -2.3307
H -2.1223 1.5451 -1.6295
H -0.6469 0.3183 -3.2536
H -0.0055 -0.6189 -1.9014
H -2.8334 -0.6176 -3.0145
H -1.7397 -1.9808 -2.7880
H -3.5945 -0.6762 -0.8488
H -2.9448 -2.3191 -0.8358
H -2.1162 -2.5742 1.2346
H -0.9423 -1.4276 1.8997
H -3.9515 -0.9434 1.6625
H -3.0634 -1.2757 3.1536
H -3.4581 1.1930 2.8209
H -1.7387 0.7877 2.8610
H -2.1714 2.3145 0.9745
H -3.4216 1.2330 0.3542
H -0.4589 0.5736 0.6766


46
Properties=species:S:1:pos:R:3 method="wB97M-V/def2-TZVPD" homo_lumo_gap_ev=8.5845 charge=0 smiles="CCOC(=O)[C@@H]1CCCN(C(=S)Nc2ccc(C)cc2C)C1" relative_energy_kj_mol=49.3
C -5.1954 -2.2338 0.4746
C -3.8087 -2.3412 1.0912
O -3.1254 -1.0847 1.0501
C -2.4849 -0.7730 -0.0766
O -2.4036 -1.4938 -1.0368
C -1.8940 0.6194 0.0057
C -2.8438 1.5929 -0.7075
C -2.2232 2.9855 -0.7477
C -0.8430 2.9137 -1.3966
N 0.0145 1.9888 -0.6844
C 0.8290 2.4554 0.2929
S 0.8026 4.0283 0.8208
N 1.7031 1.6031 0.9025
C 2.4062 0.5191 0.3560
C 2.5836 0.3746 -1.0171
C 3.3047 -0.6896 -1.5190
C 3.8756 -1.6275 -0.6679
C 4.6441 -2.7887 -1.2203
C 3.7045 -1.4656 0.6999
C 2.9802 -0.4106 1.2314
C 2.8139 -0.2583 2.7137
C -0.5135 0.6428 -0.6707
H -5.1139 -1.9830 -0.5802
H -5.7118 -3.1843 0.5710
H -5.7730 -1.4626 0.9785
H -3.2105 -3.0848 0.5550
H -3.8657 -2.5989 2.1504
H -1.8023 0.9056 1.0572
H -3.8033 1.6182 -0.1879
H -3.0150 1.2343 -1.7257
H -2.8595 3.6669 -1.3124
H -2.1146 3.3777 0.2649
H -0.3692 3.8960 -1.3961
H -0.9304 2.5552 -2.4273
H 2.1298 2.0166 1.7224
H 2.1639 1.1089 -1.6869
H 3.4345 -0.7870 -2.5867
H 3.9579 -3.5331 -1.6248
H 5.2990 -2.4666 -2.0274
H 5.2444 -3.2623 -0.4476
H 4.1469 -2.1842 1.3757
H 3.1848 -1.1388 3.2312
H 3.3708 0.6070 3.0770
H 1.7653 -0.1164 2.9727
H 0.1628 -0.0302 -0.1458
H -0.6174 0.2892 -1.7013


Sequential calculated total energy output: -15166.8151, -2657.5809, -2008.8202, -922.2148, -1320.4154 hartree